# 1
Density functional theory data (the ωB97M-V functional and the def2-TZVPD basis) for C31H36N8O4STi as an isolated structure.

Structure (XYZ):
```
81
Properties=species:S:1:pos:R:3:mulliken_charge:R:1
Ti -0.389 -0.119 0.798 -0.731
C -0.247 4.354 4.984 -1.076
C -1.398 3.702 4.233 -0.402
N -1.252 2.249 4.116 -0.158
C -0.489 1.673 3.196 0.557
S -0.367 -0.091 3.161 -0.728
N 0.163 2.409 2.327 -1.058
N 0.732 1.627 1.351 1.438
C 1.686 2.149 0.667 0.523
C 2.249 3.480 1.025 -1.742
C 2.051 1.407 -0.546 0.699
C 3.062 1.832 -1.389 -1.115
C 3.243 1.206 -2.614 -0.658
C 2.372 0.194 -2.959 -1.245
C 1.410 -0.198 -2.041 -0.145
N 1.258 0.351 -0.837 0.818
H -0.405 5.430 5.044 0.377
H 0.695 4.176 4.467 0.224
H -0.172 3.965 5.999 0.310
H -1.475 4.105 3.224 0.187
H -2.345 3.884 4.739 0.506
H -1.676 1.657 4.811 0.235
H 2.342 3.558 2.107 0.309
H 1.544 4.257 0.718 0.272
H 3.209 3.678 0.561 0.541
H 3.692 2.660 -1.107 0.395
H 4.025 1.529 -3.287 0.471
H 2.421 -0.297 -3.920 0.501
H 0.733 -0.988 -2.324 0.515
O -2.265 0.758 1.236 -0.552
C -2.186 1.460 0.172 1.231
O -1.204 1.189 -0.591 -0.525
C -3.147 2.521 -0.135 0.335
C -4.202 2.783 0.739 -0.526
C -5.106 3.790 0.447 -0.964
C -4.959 4.537 -0.716 -0.421
C -3.903 4.257 -1.564 -0.445
C -2.990 3.261 -1.300 -0.138
N -3.737 5.054 -2.800 1.063
O -2.789 4.779 -3.508 -0.602
O -4.569 5.900 -3.029 -0.594
H -4.304 2.190 1.638 0.566
H -5.928 3.996 1.117 0.450
H -5.648 5.329 -0.973 0.535
H -2.177 3.072 -1.986 0.778
N -2.415 -2.354 1.837 -0.169
C -2.556 -2.395 0.468 0.302
C -3.280 -3.406 -0.171 -1.141
C -3.406 -3.376 -1.538 -0.378
C -2.834 -2.326 -2.258 -1.162
C -2.114 -1.387 -1.568 -0.349
N -1.923 -1.441 -0.232 1.042
H -2.935 -3.055 2.342 0.302
H -2.506 -1.433 2.244 0.114
H -3.755 -4.177 0.421 0.437
H -3.970 -4.145 -2.048 0.464
H -2.955 -2.245 -3.328 0.492
H -1.651 -0.550 -2.073 0.516
C 4.154 -2.802 3.391 -0.818
N 3.005 -1.861 3.521 0.041
C 3.193 -0.679 2.636 -0.712
C 1.649 -2.540 3.332 -1.816
C 1.357 -2.892 1.898 1.772
C 1.827 -4.161 1.546 -0.624
C 1.742 -4.662 0.259 -1.068
C 1.159 -3.862 -0.702 -1.357
C 0.654 -2.623 -0.337 0.373
C 0.700 -2.066 0.947 0.868
H 5.072 -2.269 3.627 0.323
H 4.191 -3.168 2.369 0.422
H 4.021 -3.631 4.081 0.356
H 3.004 -1.524 4.484 0.347
H 3.236 -1.028 1.607 0.413
H 4.125 -0.188 2.904 0.465
H 2.350 -0.005 2.761 -0.023
H 0.927 -1.871 3.777 0.372
H 1.695 -3.440 3.942 0.597
H 2.261 -4.789 2.317 0.509
H 2.113 -5.651 0.026 0.441
H 1.069 -4.200 -1.727 0.534
H 0.151 -2.088 -1.121 0.105
```

Calculated values
Frontier orbital gap   7.22 eV
HOMO level   -13.66 eV
2S+1   1
Total energy   -86779.625 eV
Total charge   +2

***

# 2
Density functional theory data (the ωB97M-V functional and the def2-TZVPD basis) for one molecule with the formula CH3ClOS2.

Structure (XYZ):
```
8
Properties=species:S:1:pos:R:3:mulliken_charge:R:1
C 0.831 -0.654 -0.489 -0.820
O -2.189 0.180 -0.039 -0.433
S 0.236 -0.757 1.307 -0.021
S -1.413 0.524 1.124 0.500
Cl -0.407 2.355 0.706 -0.187
H 1.276 0.395 -0.734 0.304
H 0.075 -0.598 -1.239 0.358
H 1.591 -1.445 -0.637 0.299
```

Calculated values
Frontier orbital gap   9.49 eV
HOMO level   -9.96 eV
2S+1   1
Total energy   -37325.213 eV

***

# 3
Density functional theory data (the ωB97M-V functional and the def2-TZVPD basis) for an isolated ion of composition C23H28N3 and charge +1.

Structure (XYZ):
```
54
Properties=species:S:1:pos:R:3:mulliken_charge:R:1
C -2.111 -0.577 1.318 -0.177
N -1.413 -1.808 1.036 0.051
C -2.243 -2.966 1.345 -0.610
C -1.726 -4.173 0.627 -0.647
C -0.307 -4.395 1.047 -0.677
N 0.435 -3.158 0.994 0.131
C 1.847 -3.454 1.103 -0.744
C 2.647 -2.247 1.441 -0.919
C 2.213 -1.153 0.542 -0.326
N 0.817 -0.843 0.607 0.216
C 0.684 0.611 0.476 -0.047
C -0.182 1.238 -0.653 0.031
C -1.421 1.801 -0.536 -0.416
C -2.258 2.335 -1.633 0.301
C -3.674 2.297 -1.543 -0.320
C -4.479 2.733 -2.599 -0.574
C -3.910 3.282 -3.753 -0.471
C -2.517 3.367 -3.829 -0.570
C -1.698 2.896 -2.801 -0.394
C 2.078 1.519 0.394 -0.658
C 2.558 2.150 1.559 -0.165
C 3.806 2.810 1.579 -0.570
C 4.561 2.924 0.412 -0.474
C 4.014 2.476 -0.786 -0.667
C 2.788 1.786 -0.795 -0.044
C -0.073 -1.916 0.889 0.626
H -1.489 0.246 1.000 -0.809
H -3.032 -0.519 0.715 0.420
H -2.367 -0.462 2.386 0.315
H -2.249 -3.151 2.440 0.311
H -3.264 -2.735 1.033 0.369
H -2.291 -5.060 0.933 0.350
H -1.805 -4.082 -0.461 0.323
H -0.242 -4.773 2.082 0.359
H 0.212 -5.096 0.381 0.350
H 1.975 -4.196 1.912 0.377
H 2.182 -3.931 0.167 0.380
H 2.558 -1.964 2.503 0.307
H 3.697 -2.414 1.196 0.373
H 2.797 -0.256 0.809 0.282
H 2.379 -1.339 -0.522 0.190
H 0.333 0.886 1.494 0.697
H 0.387 1.518 -1.561 -0.036
H -1.902 1.891 0.455 0.865
H -4.143 1.912 -0.639 0.336
H -5.564 2.656 -2.527 0.362
H -4.539 3.642 -4.567 0.383
H -2.058 3.818 -4.715 0.354
H -0.612 2.983 -2.873 0.379
H 1.950 2.143 2.463 0.369
H 4.175 3.221 2.510 0.404
H 5.558 3.385 0.436 0.381
H 4.547 2.641 -1.726 0.392
H 2.371 1.501 -1.767 0.335
```

Calculated values
Frontier orbital gap   8.72 eV
HOMO level   -10.96 eV
2S+1   1
SMILES   CN1CCCN2CCC[N+]([C@H](/C=C/c3ccccc3)c3ccccc3)=C12
Total energy   -28768.036 eV
Total charge   +1

***

# 4
Density functional theory data (the ωB97M-V functional and the def2-TZVPD basis) for one molecule with the formula C2H6BrOPS.

Structure (XYZ):
```
12
Properties=species:S:1:pos:R:3:mulliken_charge:R:1
C 0.423 -1.548 -0.117 -0.997
P -1.037 -0.352 -0.617 0.894
C -0.789 1.493 0.016 -1.000
O -1.355 -0.322 -2.054 -0.604
S -2.511 -1.213 0.663 -0.188
Br -4.121 0.290 -0.015 -0.095
H 0.020 -2.609 -0.248 0.335
H 1.213 -1.440 -1.002 0.288
H 0.782 -1.430 0.935 0.332
H -1.333 2.159 -0.622 0.342
H -1.289 1.492 1.003 0.318
H 0.223 1.832 0.003 0.375
```

Calculated values
Frontier orbital gap   8.53 eV
HOMO level   -9.75 eV
2S+1   1
SMILES   CP(C)(=O)SBr
Total energy   -94385.873 eV

***

# 5
Density functional theory data (the ωB97M-V functional and the def2-TZVPD basis) for C17H20BiIN4O2S as an isolated structure.

Structure (XYZ):
```
46
Properties=species:S:1:pos:R:3:mulliken_charge:R:1
Bi 1.871 -0.346 -1.208 1.318
C -0.104 2.285 -2.434 -0.968
N -0.338 0.871 -2.116 0.424
C -1.488 0.740 -1.209 -1.116
C -0.533 0.081 -3.339 -1.092
C -0.435 -1.399 -3.050 0.760
C -1.323 -2.293 -3.633 -0.819
C -1.223 -3.654 -3.370 -0.492
C -0.234 -4.126 -2.519 -0.743
C 0.661 -3.235 -1.933 -0.067
C 0.568 -1.871 -2.195 0.110
H -0.960 2.719 -2.969 0.340
H 0.780 2.381 -3.070 0.299
H 0.055 2.847 -1.515 0.175
H -2.396 1.131 -1.687 0.370
H -1.287 1.300 -0.297 0.256
H -1.643 -0.307 -0.953 0.362
H 0.252 0.368 -4.047 0.377
H -1.492 0.325 -3.813 0.346
H -2.102 -1.924 -4.294 0.365
H -1.925 -4.343 -3.825 0.372
H -0.161 -5.184 -2.300 0.409
H 1.431 -3.615 -1.271 0.234
N 0.202 4.294 0.622 -0.770
N 0.563 2.941 0.911 -0.137
H 0.561 4.933 1.319 0.249
H -0.804 4.359 0.636 0.195
H 0.489 2.725 1.898 0.222
H 1.534 2.813 0.665 0.246
S 3.787 -4.203 1.050 -0.411
C 3.418 -2.890 0.222 0.546
N 3.138 -1.919 -0.390 -0.936
I -2.090 0.648 6.917 0.094
C -0.998 0.435 5.149 0.006
C -1.606 -0.141 4.042 -0.651
C -0.884 -0.257 2.863 -0.306
C 0.426 0.205 2.794 0.276
C 1.023 0.767 3.914 -0.302
C 0.316 0.880 5.102 -0.480
C 1.198 0.164 1.511 0.649
O 2.227 0.817 1.359 -0.735
O 0.654 -0.533 0.550 -0.597
H -2.625 -0.499 4.099 0.385
H -1.330 -0.712 1.987 0.419
H 2.047 1.111 3.845 0.437
H 0.782 1.308 5.980 0.379
```

Calculated values
Frontier orbital gap   8.35 eV
HOMO level   -8.45 eV
2S+1   1
Total energy   -52784.572 eV

***

# 6
Density functional theory data (the ωB97M-V functional and the def2-TZVPD basis) for a 3-piece molecular cluster, C3H14NO3 overall.

Structure (XYZ):
```
21
Properties=species:S:1:pos:R:3:mulliken_charge:R:1
C 2.089 -0.014 0.129 -0.438
O 2.331 1.288 0.458 -0.243
C 0.559 -0.301 -0.156 0.370
C 0.303 -1.768 0.071 -1.498
N -0.356 0.619 0.615 -0.377
H 2.702 -0.305 -0.736 0.449
H 2.447 -0.643 0.994 0.363
H 3.189 1.654 0.136 0.454
H 0.475 0.064 -1.170 0.288
H -0.624 -1.883 0.612 0.455
H 0.996 -2.209 0.791 0.427
H 0.266 -2.450 -0.746 0.346
H 0.175 1.470 0.821 0.402
H -1.212 0.854 0.068 0.500
H -0.775 0.219 1.465 0.398
H -3.535 2.432 0.911 0.337
H -2.321 2.133 1.666 0.312
O -2.621 2.156 0.745 -0.644
H -0.962 -0.555 -2.649 0.359
H -1.581 -1.860 -2.067 0.333
O -1.546 -0.903 -1.957 -0.593
```

Calculated values
Frontier orbital gap (spin up / spin down)   11.44 / 4.34 eV
HOMO level (spin up / spin down)   -18.97 / -18.91 eV
2S+1   2
Total energy   -10949.400 eV
Total charge   +2

***

# 7
Density functional theory data (the ωB97M-V functional and the def2-TZVPD basis) for C7H10 as an isolated structure.

Structure (XYZ):
```
17
Properties=species:S:1:pos:R:3:mulliken_charge:R:1
C -1.466 -0.409 0.867 -0.533
C -1.975 0.260 -0.265 -0.526
C -0.300 0.081 0.065 0.601
C 0.642 1.110 0.686 -0.576
C 1.983 0.724 0.143 -0.571
C 1.835 -0.235 -0.793 -0.444
C 0.442 -0.606 -0.916 -0.627
H -0.997 -2.065 0.415 -0.090
H -1.627 0.061 1.839 0.235
H -2.568 1.178 -0.215 0.276
H -2.074 -0.283 -1.204 0.215
H 0.361 2.115 0.337 0.260
H 0.607 1.128 1.782 0.369
H 2.917 1.173 0.462 0.408
H 2.637 -0.704 -1.356 0.405
H 0.038 -1.137 -1.768 0.497
H -0.456 -2.392 -0.080 0.101
```

Calculated values
Frontier orbital gap (spin up / spin down)   7.15 / 7.34 eV
HOMO level (spin up / spin down)   -7.05 / -7.26 eV
2S+1   1
Total energy   -7415.296 eV

***

# 8
Density functional theory data (the ωB97M-V functional and the def2-TZVPD basis) for CF3O3SSn as an isolated structure.

Structure (XYZ):
```
9
Properties=species:S:1:pos:R:3:mulliken_charge:R:1
Sn 2.471 1.411 1.766 1.232
C -0.565 -1.003 -0.652 0.641
F -1.842 -0.685 -0.931 -0.157
F -0.488 -2.077 0.213 -0.188
F 0.100 -1.248 -1.749 -0.168
S 0.016 0.647 0.173 1.101
O -1.044 0.880 1.206 -0.573
O 1.256 0.380 0.835 -0.334
O 0.096 1.695 -0.860 -0.555
```

Calculated values
Frontier orbital gap   7.40 eV
HOMO level   -15.19 eV
2S+1   1
Total energy   -31988.260 eV
Total charge   +1